Record 1
The following is a DFT calculation (ωB97M-V with the def2-TZVPD basis set) of a molecular structure, C41H44IrN9S5.

Summary:
2S+1 = 6
total energy = -113624.95388 eV
lowest unoccupied orbital energy (spin up / spin down) = -6.49 / -9.13 eV
charge = +3
<S²> = 8.80
Kohn-Sham gap (spin up / spin down) = 7.712 / 6.525 eV

Atoms and positions in Å:
Ir 0.023 -0.116 -2.358
N -0.538 1.521 -1.244
S -0.898 1.807 0.179
N -0.785 0.627 1.299
S 0.364 -0.240 1.916
N 0.516 -1.686 1.322
S -0.274 -2.270 0.029
N 0.295 -1.819 -1.285
C -0.177 -4.045 0.290
C 0.895 -4.631 0.940
C 0.889 -6.005 1.130
C -0.178 -6.768 0.677
C -1.239 -6.167 0.019
C -1.241 -4.797 -0.181
C -1.997 -1.863 0.373
C -2.826 -1.218 -0.523
C -4.133 -0.954 -0.139
C -4.577 -1.336 1.117
C -3.725 -1.971 2.009
C -2.421 -2.237 1.635
C -0.107 -0.409 3.640
C 0.657 -1.230 4.456
C 0.381 -1.275 5.813
C -0.644 -0.501 6.342
C -1.408 0.306 5.514
C -1.133 0.362 4.158
C 1.987 0.452 1.974
C 3.123 -0.353 1.436
C 4.431 0.176 1.924
C 4.553 1.298 2.671
C 3.420 2.033 3.080
C 2.152 1.571 2.751
C -2.634 2.284 0.248
C -3.530 1.831 1.197
C -4.845 2.273 1.138
C -5.242 3.150 0.139
C -4.330 3.600 -0.804
C -3.017 3.166 -0.752
C 0.014 3.216 0.835
C -0.510 3.895 1.921
C 0.176 4.996 2.409
C 1.364 5.393 1.813
C 1.871 4.703 0.723
C 1.193 3.601 0.224
H 1.704 -4.015 1.302
H 1.713 -6.483 1.639
H -0.185 -7.833 0.847
H -2.067 -6.765 -0.330
H -2.064 -4.311 -0.681
H -2.451 -0.926 -1.500
H -4.807 -0.454 -0.818
H -5.597 -1.141 1.403
H -4.071 -2.267 2.986
H -1.723 -2.730 2.296
H 1.449 -1.826 4.030
H 0.975 -1.903 6.460
H -0.851 -0.532 7.401
H -2.207 0.904 5.922
H -1.700 0.992 3.494
H 3.007 -1.393 1.779
H 5.300 -0.393 1.632
H 5.529 1.630 2.992
H 3.538 2.913 3.689
H 1.278 2.085 3.124
H -3.209 1.139 1.959
H -5.559 1.934 1.871
H -6.265 3.489 0.091
H -4.638 4.287 -1.577
H -2.281 3.502 -1.469
H -1.443 3.579 2.364
H -0.223 5.553 3.243
H 1.886 6.259 2.189
H 2.783 5.029 0.251
H 1.545 3.049 -0.633
N -0.966 1.383 -4.238
N -1.538 0.779 -5.364
C -1.602 -0.557 -5.496
N -2.182 -1.059 -6.581
S -0.966 -1.607 -4.331
H -1.653 1.930 -3.719
H -0.197 1.999 -4.504
H -1.918 1.364 -6.105
H -2.619 -0.478 -7.281
H -2.225 -2.061 -6.698
C 3.130 -0.423 -0.108
H 3.974 -1.024 -0.440
H 2.211 -0.881 -0.472
H 3.216 0.577 -0.527
S 2.188 1.167 -3.136
C 3.204 0.306 -4.188
N 3.128 -0.986 -4.490
C 4.166 -1.387 -5.432
C 4.915 -0.065 -5.697
N 4.215 0.874 -4.834
H 2.452 -1.626 -4.104
H 3.718 -1.800 -6.337
H 4.811 -2.148 -4.989
H 4.847 0.251 -6.741
H 5.972 -0.120 -5.432
H 4.460 1.848 -4.769



Record 2
The following is a DFT calculation (ωB97M-V with the def2-TZVPD basis set) of 2 unconnected molecules or ions with the total composition C41H44NSi in a non-equilibrium geometry.

Summary:
total energy = -52592.26313 eV
lowest unoccupied orbital energy = -5.41 eV
charge = +1
Kohn-Sham gap = 3.741 eV

Atoms and positions in Å:
C -0.622 -1.840 3.165
C -1.531 -0.833 2.613
C -1.989 0.320 3.248
C -3.129 0.995 2.672
C -3.867 0.359 1.537
C -3.573 2.192 3.197
C -2.977 2.758 4.330
C -3.491 4.061 4.847
C -1.916 2.078 4.942
C -1.425 0.878 4.462
C -0.350 0.203 5.250
H -0.602 -2.723 2.514
H 0.410 -1.480 3.255
H -0.964 -2.161 4.161
H -2.010 -1.137 1.684
H -4.712 0.989 1.236
H -3.218 0.224 0.662
H -4.269 -0.629 1.813
H -4.427 2.691 2.732
H -2.927 4.382 5.727
H -3.410 4.837 4.074
H -4.554 3.986 5.116
H -1.476 2.504 5.851
H -0.071 0.836 6.100
H -0.673 -0.756 5.676
H 0.559 0.032 4.664
C 4.855 -0.009 -0.635
C 4.112 -0.898 0.147
C 2.901 -1.412 -0.331
C 2.406 -1.009 -1.584
Si 0.760 -1.628 -2.162
C 0.728 -1.562 -4.014
C 1.150 -2.675 -4.757
C 1.197 -2.620 -6.155
C 0.791 -1.464 -6.828
C 0.339 -0.360 -6.098
C 0.320 -0.401 -4.696
C 0.586 -3.371 -1.549
C 1.599 -4.301 -1.845
C 1.477 -5.635 -1.432
C 0.364 -6.039 -0.687
C -0.618 -5.105 -0.342
C -0.517 -3.779 -0.782
C -0.743 -0.744 -1.450
C -2.057 -1.076 -2.191
C -2.812 0.254 -2.355
C -1.937 1.341 -1.707
N -0.661 0.709 -1.405
C 0.242 1.314 -0.567
C 0.049 2.548 -0.003
C 1.088 3.344 0.611
C 0.778 4.561 1.276
C 1.749 5.246 1.997
C 3.073 4.775 2.024
C 3.422 3.638 1.280
C 2.455 2.952 0.550
C 3.187 -0.164 -2.390
C 4.398 0.346 -1.908
H 5.791 0.402 -0.255
H 4.472 -1.201 1.132
H 2.343 -2.140 0.261
H 1.439 -3.589 -4.237
H 1.546 -3.492 -6.713
H 0.819 -1.426 -7.917
H -0.005 0.542 -6.609
H -0.011 0.475 -4.133
H 2.489 -3.984 -2.395
H 2.261 -6.349 -1.692
H 0.264 -7.077 -0.369
H -1.474 -5.393 0.272
H -1.297 -3.067 -0.515
H -0.824 -1.095 -0.404
H -1.849 -1.533 -3.168
H -2.641 -1.824 -1.631
H -2.981 0.463 -3.416
H -3.800 0.219 -1.875
H -1.840 2.220 -2.360
H -2.413 1.686 -0.774
H 1.116 0.715 -0.283
H -0.945 3.008 -0.054
H -0.242 4.948 1.207
H 1.487 6.153 2.539
H 3.824 5.287 2.620
H 4.456 3.292 1.263
H 2.723 2.115 -0.095
H 2.847 0.083 -3.397
H 4.985 1.020 -2.537